Here is C3H4LaLiO2 as an isolated structure at a distorted geometry from the Open Molecules 2025 dataset. Energies are from ωB97M-V with the def2-TZVPD basis set.

The geometry in XYZ format:
```
11
Properties=species:S:1:pos:R:3
O 0.052 1.676 0.547
La 1.430 0.786 2.201
C -0.842 1.275 -0.232
O -1.110 -0.076 -0.181
C -0.477 -0.950 0.663
C 0.790 -1.380 0.472
H -1.129 -1.366 1.436
H 1.184 -2.138 1.154
H 1.463 -1.108 -0.346
Li -1.108 2.097 -2.225
H -0.253 1.184 -3.489
```

DFT total energy in hartree: -305.5404
Total charge: +2
Kohn-Sham gap (spin up / spin down) in eV: 8.74 / 6.07

Mulliken atomic charge list, values in e, 6 entries: -0.483 1.623 -0.059 -0.201 -0.011 -1.132